No. 1
C30H29N7Pb | ωB97M-V/def2-TZVPD

Last column: Löwdin charge in e.
CARTESIAN COORDINATES (ANGSTROEM)
Pb (-0.771, 0.716, -0.471)  1.517
C (-0.255, -0.142, 2.825)  -0.147
C (0.331, 1.272, 3.020)  -0.102
C (1.477, 1.699, 2.171)  -0.298
C (2.703, 1.977, 2.707)  0.005
C (3.727, 2.492, 1.910)  -0.009
C (3.474, 2.692, 0.569)  -0.032
C (2.222, 2.348, 0.082)  -0.147
N (1.245, 1.869, 0.854)  -0.022
N (-1.465, -0.190, 1.962)  -0.227
C (-1.969, -1.573, 1.842)  -0.116
C (-1.457, -2.372, 0.667)  -0.266
C (-1.378, -3.753, 0.739)  0.012
C (-1.121, -4.476, -0.414)  -0.010
C (-0.929, -3.789, -1.598)  -0.010
C (-0.941, -2.390, -1.572)  -0.131
N (-1.232, -1.712, -0.479)  -0.056
C (-2.551, 0.573, 2.595)  -0.147
C (-3.540, 1.142, 1.624)  -0.270
C (-4.817, 1.482, 2.056)  0.007
C (-5.694, 2.116, 1.188)  -0.011
C (-5.260, 2.363, -0.105)  -0.035
C (-3.989, 1.989, -0.475)  -0.124
N (-3.142, 1.361, 0.368)  -0.040
H (0.482, -0.785, 2.346)  0.103
H (-0.496, -0.573, 3.800)  0.134
H (-0.460, 2.038, 2.852)  0.125
H (0.649, 1.405, 4.052)  0.128
H (2.870, 1.806, 3.751)  0.121
H (4.712, 2.711, 2.299)  0.126
H (4.189, 3.155, -0.101)  0.121
H (1.961, 2.462, -0.977)  0.108
H (-1.791, -2.141, 2.780)  0.148
H (-3.055, -1.489, 1.670)  0.149
H (-1.529, -4.226, 1.695)  0.127
H (-1.086, -5.563, -0.422)  0.132
H (-0.725, -4.311, -2.522)  0.122
H (-0.787, -1.792, -2.470)  0.106
H (-3.062, -0.014, 3.395)  0.155
H (-2.140, 1.430, 3.141)  0.126
H (-5.129, 1.211, 3.074)  0.136
H (-6.690, 2.375, 1.521)  0.127
H (-5.907, 2.885, -0.794)  0.121
H (-3.621, 2.162, -1.507)  0.113
C (4.232, -2.520, 1.006)  -0.050
C (2.872, -2.296, 1.256)  -0.057
C (2.115, -1.623, 0.326)  -0.051
C (2.687, -1.131, -0.855)  -0.258
C (4.034, -1.433, -1.128)  0.013
C (4.792, -2.115, -0.183)  -0.051
N (1.812, -0.445, -1.687)  0.028
N (2.201, -0.188, -2.829)  0.109
C (1.262, 0.510, -3.601)  -0.325
C (1.696, 0.866, -4.865)  0.020
C (0.837, 1.592, -5.689)  -0.014
C (-0.404, 1.921, -5.171)  -0.036
C (-0.755, 1.513, -3.899)  -0.166
N (0.038, 0.812, -3.133)  -0.018
H (4.813, -3.033, 1.752)  0.115
H (2.443, -2.696, 2.161)  0.109
H (1.082, -1.465, 0.493)  0.042
H (4.410, -1.030, -2.050)  0.109
H (5.827, -2.331, -0.415)  0.120
H (2.707, 0.581, -5.166)  0.130
H (1.149, 1.909, -6.693)  0.134
H (-1.147, 2.426, -5.794)  0.125
H (-1.757, 1.734, -3.480)  0.108

## Properties
Orbital gap in eV: 7.88
Charge: +2
DFT total energy in eV: -47246.11548

=====

No. 2
C30H30AsIN4O9SSiSm | ωB97M-V/def2-TZVPD

Last column: Löwdin spin population.
CARTESIAN COORDINATES (ANGSTROEM)
Sm (0.890, -0.482, 2.306)  3.033
O (-0.120, -2.353, 0.429)  0.002
As (1.045, -3.354, 1.366)  0.000
O (1.581, -4.559, 0.404)  -0.001
O (2.169, -2.144, 1.715)  -0.006
C (-0.368, -4.169, 2.469)  0.001
C (-1.146, -5.051, 1.733)  0.000
C (-2.217, -5.689, 2.345)  0.000
C (-2.508, -5.468, 3.686)  0.000
C (-1.744, -4.581, 4.428)  0.000
C (-0.682, -3.942, 3.811)  0.000
S (0.163, -2.608, 4.561)  0.001
O (1.559, -2.834, 4.259)  0.001
O (-0.172, -2.498, 5.954)  0.000
O (-0.379, -1.471, 3.722)  -0.003
H (-0.007, -2.626, -0.490)  0.000
H (-0.901, -5.242, 0.699)  0.000
H (-2.837, -6.360, 1.763)  0.000
H (-3.343, -5.979, 4.150)  0.000
H (-1.955, -4.371, 5.470)  0.000
C (-1.662, 1.126, -10.956)  0.001
O (-2.454, 2.007, -10.180)  0.020
C (-2.325, 1.916, -8.823)  0.046
C (-3.141, 2.754, -8.071)  -0.011
C (-3.089, 2.710, -6.690)  0.041
C (-2.212, 1.856, -6.032)  0.018
C (-1.406, 1.022, -6.786)  0.058
C (-1.454, 1.043, -8.179)  -0.003
N (-2.254, 1.842, -4.592)  0.391
N (-1.191, 1.463, -4.089)  0.219
C (-1.185, 1.220, -2.701)  0.244
C (-2.308, 1.244, -1.896)  0.159
C (-2.260, 0.922, -0.547)  0.113
C (-1.066, 0.548, 0.080)  0.197
O (-1.017, 0.224, 1.323)  0.254
C (0.128, 0.532, -0.747)  0.059
N (1.291, 0.159, -0.144)  0.030
C (2.391, 0.121, -0.839)  0.026
C (2.436, 0.461, -2.204)  0.029
C (1.285, 0.828, -2.835)  0.030
C (0.066, 0.867, -2.111)  0.038
H (-1.912, 1.320, -11.994)  0.000
H (-1.881, 0.082, -10.723)  0.000
H (-0.595, 1.307, -10.805)  0.000
H (-3.814, 3.426, -8.590)  -0.002
H (-3.724, 3.356, -6.093)  0.002
H (-0.741, 0.339, -6.274)  0.005
H (-0.815, 0.376, -8.740)  -0.002
H (-3.250, 1.514, -2.358)  0.010
H (-3.155, 0.931, 0.064)  0.001
H (3.284, -0.203, -0.316)  0.001
H (3.379, 0.417, -2.735)  0.002
H (1.275, 1.089, -3.885)  0.001
C (1.624, 3.802, 4.182)  0.000
Si (0.781, 2.725, 2.903)  0.000
C (0.165, 3.840, 1.546)  0.001
C (-0.714, 1.957, 3.793)  0.001
O (1.742, 1.559, 2.329)  -0.004
H (0.893, 4.354, 4.783)  0.000
H (2.295, 4.531, 3.707)  0.000
H (2.229, 3.185, 4.858)  0.000
H (-0.415, 4.689, 1.931)  0.000
H (-0.473, 3.279, 0.852)  0.001
H (1.015, 4.232, 0.976)  0.000
H (-1.041, 2.537, 4.662)  0.000
H (-0.481, 0.951, 4.165)  0.000
H (-1.563, 1.845, 3.116)  0.000
I (2.532, -0.944, 8.637)  0.000
C (3.058, -0.694, 6.640)  0.000
C (4.347, -0.933, 6.205)  0.000
C (4.631, -0.743, 4.864)  0.000
C (3.620, -0.348, 4.011)  0.000
N (2.371, -0.134, 4.429)  -0.003
C (2.100, -0.296, 5.724)  0.000
H (5.115, -1.256, 6.896)  0.000
H (5.630, -0.903, 4.480)  0.000
H (3.812, -0.159, 2.965)  0.000
H (1.078, -0.119, 6.037)  0.000

## Properties
Expectation value of S²: 9.1010
Energy above the lowest of the compared OMol25 structures with the same formula, charge and spin in kJ/mol: 158.9
Spin multiplicity: 6
Orbital gap (spin up / spin down) in eV: 4.77 / 5.82
Charge: -1
DFT total energy in eV: -161544.26281

=====

No. 3
C30H30AsN2O3PW | ωB97M-V/def2-TZVPD

Last column: Löwdin charge in e.
CARTESIAN COORDINATES (ANGSTROEM)
W (10.573, 9.756, 9.076)  1.363
N (8.867, 8.992, 10.355)  -0.053
C (8.808, 7.529, 10.105)  -0.065
C (10.242, 7.148, 10.183)  -0.358
O (10.452, 6.048, 10.833)  0.167
N (11.338, 7.846, 10.013)  -0.036
C (12.489, 6.981, 10.270)  -0.038
C (11.888, 5.929, 11.130)  -0.309
O (12.094, 5.300, 12.076)  0.302
O (9.671, 9.286, 7.759)  -0.330
H (9.214, 9.000, 11.310)  0.119
H (7.961, 9.387, 10.473)  0.115
H (8.431, 7.365, 9.114)  0.144
H (8.309, 7.017, 10.895)  0.154
H (13.355, 7.430, 10.693)  0.138
H (12.871, 6.494, 9.324)  0.182
C (10.976, 13.919, 9.055)  -0.281
C (10.573, 15.064, 8.159)  -0.316
As (11.614, 16.726, 8.338)  1.664
C (10.899, 18.282, 7.660)  -0.381
C (9.604, 18.282, 7.143)  -0.053
C (9.175, 19.421, 6.452)  0.014
C (10.002, 20.542, 6.342)  0.035
C (11.292, 20.503, 6.805)  0.004
C (11.751, 19.387, 7.519)  -0.038
C (13.246, 16.836, 9.230)  -0.403
C (14.354, 16.064, 8.969)  -0.080
C (15.282, 15.948, 9.980)  0.001
C (14.976, 16.561, 11.203)  -0.012
C (13.867, 17.307, 11.444)  -0.018
C (12.957, 17.543, 10.398)  -0.069
P (10.364, 12.223, 8.256)  1.025
C (11.716, 11.537, 7.234)  -0.385
C (12.560, 10.654, 7.973)  -0.297
C (13.616, 9.883, 7.393)  -0.023
C (13.544, 9.691, 6.020)  -0.014
C (12.765, 10.548, 5.246)  0.012
C (11.897, 11.481, 5.823)  -0.032
C (8.868, 12.699, 7.372)  -0.419
C (7.660, 12.578, 8.097)  -0.095
C (6.509, 13.042, 7.505)  -0.031
C (6.487, 13.465, 6.146)  -0.015
C (7.670, 13.505, 5.460)  -0.038
C (8.889, 13.189, 6.099)  -0.100
H (10.479, 13.991, 9.989)  0.077
H (12.015, 13.831, 9.248)  0.061
H (9.539, 15.361, 8.287)  0.093
H (10.791, 14.937, 7.128)  0.063
H (8.951, 17.443, 7.287)  0.107
H (8.181, 19.472, 6.029)  0.137
H (9.582, 21.387, 5.799)  0.153
H (11.953, 21.388, 6.684)  0.157
H (12.794, 19.350, 7.886)  0.134
H (14.543, 15.579, 7.992)  0.139
H (16.185, 15.356, 9.885)  0.138
H (15.691, 16.513, 12.057)  0.157
H (13.705, 17.733, 12.425)  0.141
H (12.187, 18.251, 10.615)  0.122
H (12.685, 10.851, 9.050)  0.088
H (14.452, 9.506, 8.009)  0.142
H (14.309, 9.035, 5.626)  0.135
H (12.810, 10.468, 4.190)  0.127
H (11.401, 12.141, 5.133)  0.096
H (7.688, 12.225, 9.109)  0.093
H (5.609, 13.051, 8.130)  0.132
H (5.522, 13.687, 5.697)  0.133
H (7.721, 13.695, 4.372)  0.138
H (9.802, 13.195, 5.522)  0.086

## Properties
Orbital gap in eV: 4.79
Charge: +4
DFT total energy in eV: -112628.67459